1.
{
  "formula": "C17H29N11O16S",
  "method": "ωB97M-V/def2-TZVPD",
  "orbital_gap_ev": 8.537,
  "spin_multiplicity": 1,
  "smiles": "S=C=Nc1ccc2nccnc2c1.C[N+](=O)[O-].C[N+](=O)[O-].C[N+](=O)[O-].C[N+](=O)[O-].C[N+](=O)[O-].C[N+](=O)[O-].C[N+](=O)[O-].C[N+](=O)[O-]",
  "symbols": ["S", "C", "N", "C", "C", "C", "C", "N", "C", "C", "N", "C", "C", "H", "H", "H", "H", "H", "C", "N", "O", "O", "H", "H", "H", "C", "N", "O", "O", "H", "H", "H", "C", "N", "O", "O", "H", "H", "H", "C", "N", "O", "O", "H", "H", "H", "C", "N", "O", "O", "H", "H", "H", "C", "N", "O", "O", "H", "H", "H", "C", "N", "O", "O", "H", "H", "H", "C", "N", "O", "O", "H", "H", "H"],
  "coordinates": [[2.739, -1.689, 0.102], [2.350, -0.595, -0.952], [1.859, 0.261, -1.675], [0.474, 0.494, -1.297], [0.154, 1.647, -0.501], [-1.214, 1.765, -0.141], [-2.199, 0.836, -0.560], [-3.491, 1.060, -0.177], [-4.342, 0.167, -0.631], [-3.943, -0.959, -1.413], [-2.697, -1.240, -1.817], [-1.838, -0.269, -1.353], [-0.470, -0.413, -1.686], [0.933, 2.350, -0.211], [-1.509, 2.606, 0.491], [-5.397, 0.300, -0.376], [-4.727, -1.663, -1.720], [-0.099, -1.264, -2.266], [2.325, -2.782, 4.596], [2.213, -3.507, 3.302], [3.236, -3.959, 2.824], [1.106, -3.597, 2.813], [3.365, -2.784, 4.905], [1.968, -1.768, 4.432], [1.704, -3.308, 5.317], [-2.569, -2.070, 1.772], [-1.979, -1.141, 2.774], [-0.857, -0.725, 2.565], [-2.666, -0.864, 3.735], [-1.860, -2.234, 0.967], [-2.780, -2.999, 2.294], [-3.473, -1.601, 1.394], [-2.319, 5.291, -2.287], [-0.904, 4.954, -1.986], [-0.233, 4.498, -2.894], [-0.521, 5.154, -0.851], [-2.518, 5.060, -3.328], [-2.946, 4.688, -1.632], [-2.454, 6.339, -2.096], [6.308, -5.529, 3.141], [6.871, -4.598, 4.156], [7.968, -4.127, 3.939], [6.187, -4.375, 5.133], [7.021, -5.633, 2.330], [6.137, -6.484, 3.630], [5.376, -5.097, 2.785], [1.407, -6.883, 3.182], [1.859, -7.368, 4.513], [1.920, -6.554, 5.414], [2.137, -8.544, 4.606], [1.198, -5.823, 3.254], [2.209, -7.072, 2.475], [0.511, -7.438, 2.917], [-1.322, 10.038, -1.926], [-1.945, 8.722, -2.226], [-3.132, 8.596, -2.020], [-1.211, 7.854, -2.663], [-2.088, 10.705, -1.548], [-0.549, 9.870, -1.180], [-0.897, 10.417, -2.852], [1.204, 6.554, -4.394], [2.239, 7.535, -4.821], [1.989, 8.717, -4.676], [3.265, 7.086, -5.285], [0.354, 7.097, -4.004], [0.925, 5.972, -5.267], [1.644, 5.924, -3.628], [-3.326, -4.864, -3.076], [-2.912, -5.364, -1.736], [-2.817, -4.549, -0.842], [-2.699, -6.553, -1.635], [-3.477, -3.791, -3.013], [-2.528, -5.102, -3.774], [-4.247, -5.374, -3.345]],
  "forces_ev_per_a": [[0.36, 0.26, -0.55], [-0.50, 0.07, 0.27], [0.09, -0.58, 0.85], [-0.12, 1.04, 0.22], [-2.26, -1.06, -0.32], [2.41, 0.49, -0.15], [-0.17, 0.53, 0.38], [-0.14, -0.65, -0.56], [0.26, 0.08, 0.14], [0.33, -0.91, -0.75], [-1.82, 1.84, 1.49], [1.31, -0.80, -0.66], [0.57, -0.19, -0.29], [-0.38, -0.12, -0.02], [-0.11, -0.31, -0.23], [0.33, -0.11, -0.09], [0.29, 0.23, 0.10], [-0.54, 0.19, 0.15], [0.19, 0.12, 0.19], [0.07, 0.28, 0.31], [-0.16, -0.12, -0.23], [0.15, -0.09, -0.08], [-0.01, -0.08, -0.08], [-0.14, -0.08, -0.02], [-0.07, 0.04, -0.08], [0.13, -0.09, -0.16], [0.08, 0.00, -0.15], [-0.03, 0.06, 0.08], [0.07, 0.00, -0.02], [0.08, 0.06, 0.10], [-0.16, 0.05, -0.04], [-0.08, -0.09, 0.15], [-0.37, -0.59, -0.01], [-0.31, 0.00, -0.11], [0.09, 0.02, 0.28], [0.13, -0.07, -0.19], [0.11, -0.01, 0.02], [0.10, -0.01, 0.05], [-0.14, -0.07, 0.15], [0.02, -0.11, -0.25], [0.03, -0.03, -0.08], [-0.05, 0.03, 0.08], [0.03, 0.04, -0.03], [0.05, 0.07, 0.09], [-0.10, 0.08, 0.06], [-0.04, -0.04, 0.13], [-0.07, 0.20, -0.08], [-0.03, 0.07, -0.05], [0.04, -0.06, 0.01], [0.02, 0.05, 0.07], [-0.04, -0.12, 0.00], [-0.06, -0.10, 0.01], [0.10, -0.09, -0.02], [-0.06, 0.23, 0.09], [0.11, 0.36, 0.05], [0.05, -0.16, -0.07], [0.02, 0.45, -0.03], [-0.05, -0.10, -0.02], [0.07, -0.05, -0.12], [0.11, -0.11, 0.04], [-0.07, 0.03, 0.01], [-0.15, -0.01, 0.03], [0.10, -0.01, -0.03], [0.00, 0.10, 0.00], [0.08, 0.07, -0.02], [0.14, -0.09, 0.05], [0.05, -0.07, -0.12], [-0.10, 0.25, -0.10], [-0.01, 0.07, -0.08], [-0.01, -0.06, 0.15], [0.01, 0.05, 0.04], [0.10, -0.02, 0.09], [-0.06, -0.11, 0.01], [0.10, -0.11, -0.03]]
}

2.
{
  "formula": "C17H29N11O4W",
  "method": "ωB97M-V/def2-TZVPD",
  "orbital_gap_ev": [6.960, 6.937],
  "spin_multiplicity": 1,
  "total_charge": 2,
  "symbols": ["W", "C", "C", "N", "C", "C", "N", "C", "C", "C", "N", "C", "C", "N", "C", "H", "H", "H", "H", "H", "H", "H", "H", "H", "H", "H", "H", "H", "H", "H", "H", "H", "H", "H", "H", "H", "H", "H", "H", "N", "C", "N", "C", "N", "C", "C", "N", "C", "C", "N", "H", "H", "H", "H", "H", "O", "N", "O", "O", "O", "C", "N"],
  "coordinates": [[-0.477, -0.611, 0.749], [2.238, 2.254, -0.699], [2.759, 1.235, -1.711], [2.635, -0.109, -1.125], [2.496, -1.225, -2.056], [1.043, -1.478, -2.428], [0.176, -1.916, -1.284], [-0.902, -2.814, -1.789], [-2.092, -2.072, -2.363], [-3.009, -1.492, -1.305], [-2.434, -0.390, -0.446], [-2.464, 0.917, -1.152], [-1.132, 1.162, -1.805], [-0.007, 1.005, -0.832], [0.708, 2.325, -0.641], [2.675, 2.033, 0.273], [2.584, 3.253, -0.968], [2.170, 1.276, -2.635], [3.786, 1.471, -1.998], [3.432, -0.271, -0.526], [3.069, -1.081, -2.978], [2.890, -2.124, -1.577], [0.611, -0.603, -2.918], [1.030, -2.268, -3.182], [0.777, -2.505, -0.712], [-0.475, -3.469, -2.551], [-1.225, -3.448, -0.967], [-1.783, -1.327, -3.098], [-2.698, -2.791, -2.919], [-3.910, -1.089, -1.770], [-3.313, -2.287, -0.628], [-3.119, -0.335, 0.300], [-3.259, 0.933, -1.899], [-2.671, 1.707, -0.433], [-0.983, 0.472, -2.630], [-1.131, 2.166, -2.225], [0.703, 0.415, -1.263], [0.397, 2.955, -1.472], [0.357, 2.815, 0.266], [-2.704, 2.413, 2.970], [-2.758, 1.375, 2.147], [-1.518, 1.043, 1.806], [-0.748, 1.928, 2.507], [-1.432, 2.781, 3.215], [0.694, 1.714, 2.548], [1.563, 2.492, 3.300], [2.842, 2.167, 3.430], [3.240, 1.052, 2.827], [2.387, 0.283, 2.049], [1.107, 0.625, 1.890], [-3.467, 2.903, 3.419], [-3.683, 0.907, 1.850], [1.202, 3.378, 3.809], [4.274, 0.759, 2.959], [2.716, -0.617, 1.558], [-1.131, -1.321, 2.720], [-1.720, -2.382, 2.289], [-2.237, -3.186, 2.972], [-1.655, -2.449, 1.002], [1.484, -3.710, 2.794], [1.178, -2.857, 2.068], [0.917, -1.986, 1.268]],
  "forces_ev_per_a": [[-0.30, -0.78, 0.20], [-0.02, -0.02, -0.05], [-0.04, -0.06, 0.04], [0.05, 0.03, -0.04], [-0.03, 0.01, 0.11], [-0.07, -0.04, -0.07], [0.27, 0.22, -0.03], [-0.02, 0.00, 0.02], [0.01, 0.03, 0.03], [0.08, -0.01, 0.01], [-0.12, 0.05, -0.06], [0.10, -0.02, -0.02], [-0.05, 0.04, -0.02], [-0.18, 0.04, 0.09], [0.01, 0.03, 0.02], [0.01, 0.02, 0.01], [-0.02, 0.02, 0.01], [0.00, 0.01, 0.01], [0.00, 0.00, -0.01], [-0.01, -0.01, 0.02], [-0.02, -0.02, -0.04], [0.04, 0.01, 0.00], [-0.01, 0.01, -0.02], [-0.01, 0.01, -0.02], [0.02, 0.06, 0.05], [0.00, -0.01, 0.01], [0.01, -0.01, 0.00], [-0.02, -0.02, -0.02], [0.01, 0.00, -0.01], [-0.02, 0.00, 0.01], [0.00, 0.00, 0.01], [0.01, -0.01, 0.02], [-0.02, 0.00, 0.01], [-0.01, 0.00, 0.01], [0.00, -0.02, 0.01], [0.03, -0.03, -0.04], [0.07, -0.02, 0.12], [-0.02, 0.03, 0.03], [0.01, -0.02, 0.01], [0.07, -0.01, -0.06], [-0.06, 0.08, 0.11], [0.13, 0.06, -0.19], [0.23, -0.04, 0.03], [-0.10, -0.02, 0.04], [-0.10, 0.14, 0.09], [0.01, 0.03, 0.01], [-0.02, -0.08, -0.05], [-0.01, 0.14, 0.09], [0.05, -0.04, -0.04], [-0.11, -0.28, -0.24], [-0.01, 0.00, -0.01], [0.00, 0.01, 0.00], [0.02, 0.00, 0.01], [0.00, -0.01, -0.01], [-0.02, -0.01, 0.00], [-0.11, 0.09, -0.16], [0.13, 0.26, 0.10], [-0.03, -0.05, 0.00], [0.12, 0.26, -0.04], [0.05, 0.08, 0.03], [-0.09, -0.12, -0.08], [0.11, 0.00, -0.04]]
}

3.
{
  "formula": "C17H29N2O7",
  "method": "ωB97M-V/def2-TZVPD",
  "orbital_gap_ev": 9.945,
  "spin_multiplicity": 1,
  "total_charge": 1,
  "e_above_lowest_ev": 0.000,
  "symbols": ["C", "O", "C", "C", "C", "C", "C", "C", "N", "C", "C", "N", "H", "H", "H", "H", "H", "H", "H", "H", "H", "H", "H", "H", "H", "H", "H", "H", "H", "C", "C", "C", "O", "C", "O", "O", "H", "H", "H", "H", "H", "H", "C", "C", "C", "O", "C", "O", "O", "H", "H", "H", "H", "H", "H"],
  "coordinates": [[3.107, -2.231, 1.796], [1.850, -2.557, 1.269], [1.304, -1.612, 0.370], [0.437, -0.536, 1.051], [0.811, 0.922, 0.723], [1.139, 1.757, 1.960], [2.416, 1.360, 2.695], [3.646, 1.449, 1.880], [3.827, 2.119, 0.748], [5.121, 1.966, 0.295], [5.744, 1.177, 1.184], [4.814, 0.869, 2.151], [3.015, -1.653, 2.724], [3.718, -1.683, 1.072], [3.624, -3.155, 2.045], [2.099, -1.148, -0.224], [0.690, -2.184, -0.322], [-0.587, -0.707, 0.730], [0.464, -0.726, 2.125], [1.594, 0.939, -0.038], [-0.046, 1.409, 0.265], [1.164, 2.813, 1.696], [0.316, 1.618, 2.655], [2.552, 1.949, 3.602], [2.328, 0.319, 3.016], [3.092, 2.657, 0.313], [5.491, 2.411, -0.607], [6.755, 0.818, 1.184], [4.977, 0.299, 2.965], [-2.761, -5.331, -1.636], [-2.981, -3.962, -2.221], [-2.161, -3.621, -3.447], [-2.039, -2.192, -3.340], [-2.146, -1.865, -2.038], [-1.918, -0.783, -1.591], [-2.541, -2.927, -1.310], [-3.270, -5.423, -0.678], [-3.152, -6.093, -2.310], [-1.699, -5.517, -1.471], [-4.044, -3.791, -2.414], [-2.636, -3.884, -4.388], [-1.160, -4.056, -3.404], [-3.439, 2.702, -2.332], [-3.324, 2.633, -0.834], [-4.173, 3.619, -0.058], [-3.397, 3.819, 1.137], [-2.110, 3.574, 0.837], [-1.184, 3.829, 1.546], [-2.001, 3.021, -0.390], [-2.684, 2.072, -2.796], [-4.423, 2.351, -2.646], [-3.300, 3.724, -2.686], [-3.496, 1.614, -0.480], [-5.161, 3.249, 0.199], [-4.260, 4.579, -0.572]],
  "forces_ev_per_a": [[-0.15, -0.10, 0.12], [0.20, -0.18, -0.16], [-0.26, 0.09, 0.06], [0.18, -0.10, -0.31], [-0.42, -0.13, 0.19], [0.27, 0.00, -0.28], [-0.24, -0.41, 0.04], [0.14, 0.03, 0.01], [-0.20, 0.19, -0.04], [-0.01, 0.13, -0.22], [0.20, -0.06, -0.06], [0.08, -0.12, 0.24], [0.04, 0.12, 0.02], [0.05, 0.08, -0.07], [0.00, -0.10, 0.01], [0.15, 0.01, 0.00], [-0.02, -0.08, -0.04], [-0.13, 0.03, 0.12], [0.02, 0.03, 0.10], [0.16, 0.04, 0.02], [-0.03, 0.05, -0.15], [-0.11, 0.13, 0.12], [-0.08, 0.27, 0.13], [0.01, 0.13, 0.04], [0.05, 0.00, 0.08], [0.00, 0.02, -0.09], [-0.08, 0.09, -0.08], [0.04, -0.09, 0.14], [0.00, -0.06, 0.02], [0.14, 0.07, 0.16], [0.01, -0.13, 0.00], [-0.01, 0.02, -0.05], [0.04, -0.08, -0.08], [-0.03, -0.01, 0.04], [0.05, 0.09, 0.05], [-0.07, 0.01, 0.01], [-0.06, 0.00, -0.03], [-0.01, 0.00, -0.02], [0.01, 0.01, -0.04], [0.00, 0.03, 0.01], [-0.03, 0.12, -0.02], [-0.01, -0.05, 0.02], [0.17, 0.16, -0.02], [-0.08, -0.02, -0.05], [-0.03, 0.01, 0.04], [-0.09, -0.01, -0.02], [0.02, 0.15, -0.19], [0.05, -0.12, 0.03], [0.02, -0.10, 0.07], [-0.01, -0.11, -0.01], [-0.01, -0.01, 0.02], [-0.03, -0.01, 0.02], [0.04, -0.01, 0.00], [0.04, -0.02, 0.13], [-0.01, -0.01, -0.05]]
}

4.
{
  "formula": "C17H29N5STl",
  "method": "ωB97M-V/def2-TZVPD",
  "orbital_gap_ev": 8.918,
  "spin_multiplicity": 1,
  "total_charge": 1,
  "symbols": ["Tl", "C", "C", "N", "C", "C", "N", "C", "C", "C", "N", "C", "C", "N", "C", "H", "H", "H", "H", "H", "H", "H", "H", "H", "H", "H", "H", "H", "H", "H", "H", "H", "H", "H", "H", "H", "H", "H", "H", "S", "C", "N", "C", "C", "C", "C", "C", "C", "H", "H", "H", "H", "H"],
  "coordinates": [[-1.332, -0.715, -0.397], [1.764, 1.781, 0.741], [1.191, 1.920, -0.673], [-0.255, 1.722, -0.766], [-0.853, 2.258, -1.995], [-0.644, 1.355, -3.218], [-1.277, 0.064, -2.983], [-0.950, -1.026, -3.904], [0.539, -1.377, -3.983], [1.295, -1.381, -2.660], [0.696, -2.217, -1.619], [1.673, -2.574, -0.591], [2.167, -1.357, 0.195], [1.047, -0.674, 0.840], [1.402, 0.538, 1.581], [1.464, 2.651, 1.325], [2.849, 1.837, 0.638], [1.685, 1.206, -1.330], [1.459, 2.931, -1.022], [-0.669, 2.222, 0.017], [-0.456, 3.257, -2.230], [-1.929, 2.350, -1.815], [0.420, 1.205, -3.383], [-1.049, 1.867, -4.101], [-2.286, 0.194, -3.031], [-1.293, -0.814, -4.929], [-1.499, -1.899, -3.537], [1.046, -0.671, -4.642], [0.619, -2.361, -4.449], [1.320, -0.373, -2.258], [2.328, -1.700, -2.866], [0.362, -3.076, -2.046], [2.553, -3.067, -1.027], [1.197, -3.278, 0.095], [2.668, -0.658, -0.473], [2.906, -1.704, 0.933], [0.669, -1.324, 1.528], [2.243, 0.342, 2.263], [0.532, 0.774, 2.198], [-1.688, 2.709, 3.803], [-2.043, 2.280, 2.158], [-2.080, 1.028, 1.875], [-1.858, 0.265, 2.992], [-1.867, -1.128, 3.052], [-1.624, -1.746, 4.258], [-1.337, -1.001, 5.401], [-1.317, 0.379, 5.367], [-1.599, 1.009, 4.164], [-2.209, 3.060, 1.440], [-2.090, -1.701, 2.165], [-1.654, -2.824, 4.318], [-1.139, -1.512, 6.329], [-1.093, 0.954, 6.252]],
  "forces_ev_per_a": [[-0.14, -0.21, -0.21], [-0.07, -0.28, -0.14], [0.19, 0.02, 0.10], [-0.13, 0.26, 0.24], [0.09, -0.02, -0.27], [-0.12, 0.25, 0.27], [-0.11, -0.01, -0.11], [0.07, -0.18, -0.14], [-0.15, 0.17, 0.31], [-0.03, -0.10, -0.11], [0.07, -0.22, -0.31], [0.14, 0.17, 0.16], [-0.12, -0.27, -0.06], [0.07, -0.17, 0.12], [-0.05, 0.22, 0.05], [0.06, 0.08, 0.06], [-0.01, 0.09, -0.03], [0.04, 0.05, -0.09], [0.03, -0.18, -0.08], [-0.03, -0.18, -0.09], [-0.10, -0.06, 0.03], [0.03, 0.08, -0.04], [0.10, 0.01, -0.08], [0.11, -0.03, 0.04], [0.09, 0.02, 0.08], [-0.03, -0.09, 0.18], [-0.04, 0.06, -0.13], [0.07, -0.06, -0.05], [0.02, 0.00, -0.10], [0.18, 0.13, -0.09], [-0.04, 0.13, 0.05], [-0.05, 0.01, 0.07], [-0.05, -0.03, 0.05], [0.04, -0.03, 0.03], [0.08, 0.04, 0.01], [0.00, 0.10, -0.11], [-0.02, 0.07, -0.02], [-0.15, 0.05, 0.00], [0.11, -0.02, 0.02], [-0.03, -0.40, -0.17], [0.17, 0.19, 0.55], [-0.31, 0.17, -0.60], [0.20, 0.11, 0.94], [-0.06, -0.05, -0.07], [0.05, -0.09, -0.13], [0.02, 0.16, 0.12], [-0.01, -0.06, 0.14], [-0.03, 0.02, -0.42], [-0.10, 0.23, -0.25], [-0.08, -0.07, 0.00], [0.01, -0.07, 0.02], [0.04, -0.04, 0.13], [-0.01, 0.02, 0.12]]
}